No. 1
Below is C6H4O in the gas phase, with properties calculated with wB97M-V/def2-TZVPD.

Bonds (Å) are listed after each position.
Geometry (Å):
1 C -2.33 -0.14 -0.80  C2 1.459, H8 1.094, H9 1.095, H10 1.094
2 C -0.99 0.09 -0.27  C1 1.459, C3 1.207
3 C 0.11 0.28 0.19  C2 1.207, C4 1.438
4 C 1.38 0.52 0.81  C3 1.438, O5 1.202, C6 1.872, C7 1.692
5 O 1.71 1.55 1.34  C4 1.202
6 C 2.03 -1.18 1.26  C4 1.872, C7 1.264
7 C 2.69 -0.48 0.43  C4 1.692, C6 1.264, H11 1.076
8 H -2.62 0.65 -1.50  C1 1.094
9 H -3.06 -0.15 0.02  C1 1.095
10 H -2.38 -1.11 -1.32  C1 1.094
11 H 3.46 -0.04 -0.17  C7 1.076

Output
Kohn-Sham gap = 9.4 eV
Total charge = 0
HOMO energy = -10.236 eV
Calculated total energy = -306.04538 a.u.

Here are the natural (NBO) charges for atoms 1 to 2, given in e: -0.7002 0.1565

No. 2
Below is C6H4O2 in the gas phase, with properties calculated with wB97M-V/def2-TZVPD.

Bonds (Å) are listed after each position.
Geometry (Å):
1 C -0.08 1.41 -0.70  C2 1.601, O11 1.202, O12 1.351
2 C 0.43 1.55 0.81  C1 1.601, C3 1.527, H7 1.071, H8 1.138
3 C 0.37 0.09 1.25  C2 1.527, C4 1.360, H9 1.067
4 C 0.05 -0.71 0.19  C3 1.360, C5 1.426, O12 1.389
5 C -0.07 -2.13 0.23  C4 1.426, C6 1.213
6 C -0.22 -3.28 0.59  C5 1.213, H10 1.068
7 H 1.40 1.99 0.90  C2 1.071
8 H -0.29 2.17 1.43  C2 1.138
9 H 0.74 -0.14 2.22  C3 1.067
10 H -0.52 -4.29 0.74  C6 1.068
11 O -0.28 2.26 -1.53  C1 1.202
12 O -0.25 0.08 -0.91  C1 1.351, C4 1.389

Output
Kohn-Sham gap = 9.6 eV
Total charge = 0
HOMO energy = -9.239 eV
Calculated total energy = -381.41974 a.u.

Here are the natural (NBO) charges for atoms 1 to 2, given in e: 0.8041 -0.5591

No. 3
Below is C6H4O2S2 in the gas phase, with properties calculated with wB97M-V/def2-TZVPD.

Bonds (Å) are listed after each position.
Geometry (Å):
1 C -2.39 0.27 -1.76  C2 1.494, H7 1.135, O11 1.259
2 C -1.07 0.07 -1.10  C1 1.494, C3 1.359, S14 1.760
3 C -1.01 0.41 0.22  C2 1.359, C4 1.454, H8 0.903
4 C 0.17 0.26 1.05  C3 1.454, C5 1.407, H9 0.917
5 C 1.36 -0.33 0.56  C4 1.407, C6 1.528, S13 1.713
6 C 2.51 -0.47 1.56  C5 1.528, H10 1.098, O12 1.226
7 H -2.73 -0.42 -2.59  C1 1.135
8 H -1.70 0.71 0.71  C3 0.903
9 H 0.17 0.47 1.94  C4 0.917
10 H 3.56 -0.71 1.35  C6 1.098
11 O -3.15 1.23 -1.43  C1 1.259
12 O 2.37 -0.06 2.70  C6 1.226
13 S 1.77 -0.89 -1.01  C5 1.713, S14 2.051
14 S 0.14 -0.56 -2.21  C2 1.760, S13 2.051

Output
Kohn-Sham gap = 6.3 eV
Total charge = 0
HOMO energy = -7.839 eV
Calculated total energy = -1177.74340 a.u.

Here are the natural (NBO) charges for atoms 1 to 2, given in e: 0.3705 -0.2557

Repeat the first record exactly.
Below is C6H4O in the gas phase, with properties calculated with wB97M-V/def2-TZVPD.

Bonds (Å) are listed after each position.
Geometry (Å):
1 C -2.33 -0.14 -0.80  C2 1.459, H8 1.094, H9 1.095, H10 1.094
2 C -0.99 0.09 -0.27  C1 1.459, C3 1.207
3 C 0.11 0.28 0.19  C2 1.207, C4 1.438
4 C 1.38 0.52 0.81  C3 1.438, O5 1.202, C6 1.872, C7 1.692
5 O 1.71 1.55 1.34  C4 1.202
6 C 2.03 -1.18 1.26  C4 1.872, C7 1.264
7 C 2.69 -0.48 0.43  C4 1.692, C6 1.264, H11 1.076
8 H -2.62 0.65 -1.50  C1 1.094
9 H -3.06 -0.15 0.02  C1 1.095
10 H -2.38 -1.11 -1.32  C1 1.094
11 H 3.46 -0.04 -0.17  C7 1.076

Output
Kohn-Sham gap = 9.4 eV
Total charge = 0
HOMO energy = -10.236 eV
Calculated total energy = -306.04538 a.u.

Here are the natural (NBO) charges for atoms 1 to 2, given in e: -0.7002 0.1565

- What is the total charge in the first record?
  0